(1)
# C9H23NO3

A cluster of 3 separate species, C9H23NO3 in total at a distorted geometry (ωB97M-V/def2-TZVPD, OMol25).

Last column: Löwdin charge in e.
Atoms and positions in Å:
C (-0.44383, -0.10345, -1.58683)  -0.056
C (0.91390, -0.01877, -0.83297)  -0.444
C (2.09403, -0.19025, -1.89598)  -0.031
C (0.99346, 1.39619, -0.31621)  -0.165
C (0.34437, 1.74901, 1.01039)  -0.170
C (0.58959, 0.62038, 2.05251)  -0.101
C (0.37353, -0.83147, 1.48380)  -0.515
C (1.13736, -1.73959, 2.47814)  -0.059
C (-1.05272, -1.18750, 1.50640)  -0.030
N (1.02173, -1.06515, 0.19895)  -0.134
O (0.86196, -2.36075, -0.24852)  0.006
H (-0.74379, -1.14467, -1.70517)  0.088
H (-1.22488, 0.46446, -1.08134)  0.038
H (-0.36663, 0.21779, -2.62555)  0.092
H (2.23505, 0.63114, -2.59848)  0.072
H (3.12467, -0.28427, -1.55386)  0.074
H (1.81392, -1.04040, -2.51800)  0.071
H (2.04192, 1.68063, -0.22728)  0.116
H (0.53344, 2.15187, -0.95294)  0.118
H (0.59054, 2.75956, 1.33639)  0.108
H (-0.69928, 1.95367, 0.77162)  0.097
H (0.01726, 0.59975, 2.97994)  0.113
H (1.62740, 0.71335, 2.37249)  0.110
H (0.95668, -2.80471, 2.33331)  0.075
H (0.82696, -1.58350, 3.51128)  0.081
H (2.22388, -1.67965, 2.54118)  0.081
H (-1.38807, -1.55294, 0.53579)  0.080
H (-1.72156, -0.39704, 1.84692)  0.093
H (-1.20439, -2.04985, 2.15558)  0.084
H (1.73530, -2.75391, -0.18287)  0.111
O (-3.12755, -0.18529, -1.31915)  -0.085
H (-3.98658, 0.15304, -1.57179)  0.035
H (-2.50890, 0.29683, -1.86783)  -0.035
O (-2.50437, 2.17444, -1.84701)  -0.041
H (-3.10422, 2.88391, -1.61667)  0.062
H (-1.98023, 2.52726, -2.56606)  0.061

Summary:
E_tot	-17335.9351	eV
M	193.29	g/mol
ΔE to the lowest compared entry with this formula, charge and spin	1.713	eV
LUMO level	0.30	eV
SMILES	CC1(C)CCCC(C)(C)N1O.O.O
HOMO energy	-7.95	eV
total charge	0
max |F|	3.4	eV/Å
orbital gap	0.30330	Eh
multiplicity	1

***

(2)
# C21H16F2O5S2

A cluster of 2 separate species, C21H16F2O5S2 in total at a distorted geometry (ωB97M-V/def2-TZVPD, OMol25).

Last column: Löwdin charge in e.
Atoms and positions in Å:
F (-0.65126, -0.65689, 5.04165)  0.041
C (-0.73332, 0.48375, 4.26791)  -0.230
C (-0.27026, 1.68722, 4.79910)  0.022
C (-0.37718, 2.83298, 3.98940)  -0.046
C (-1.04408, 2.79823, 2.77209)  0.001
C (-1.64598, 1.58130, 2.30493)  -0.193
C (-2.56862, 1.64796, 1.19182)  0.079
C (-3.27142, 0.53131, 0.60096)  -0.180
C (-3.88800, 0.66844, -0.68982)  -0.010
C (-4.68912, -0.34795, -1.19750)  -0.050
C (-4.82551, -1.58444, -0.54536)  0.015
C (-4.13478, -1.75697, 0.64510)  -0.235
F (-4.14784, -2.99546, 1.25298)  0.041
C (-3.40855, -0.74027, 1.24567)  0.055
C (-1.22053, 0.37627, 2.96861)  0.048
H (0.28136, 1.68622, 5.73572)  0.126
H (0.03685, 3.77548, 4.34712)  0.119
H (-1.07368, 3.68207, 2.12500)  0.114
H (-2.83008, 2.65766, 0.82673)  0.116
H (-3.68556, 1.57228, -1.27650)  0.118
H (-5.24937, -0.17090, -2.11249)  0.116
H (-5.36060, -2.42011, -0.98460)  0.125
H (-2.95515, -0.95617, 2.20789)  0.102
H (-1.20571, -0.59974, 2.46457)  0.129
C (-0.36851, 1.94417, -0.70746)  -0.003
O (-0.39917, 3.38421, -0.88735)  -0.235
C (-1.39294, 4.25269, -0.88845)  -0.376
S (-0.62288, 5.86478, -0.23366)  0.721
O (-1.17105, 6.39463, 0.99905)  -0.323
O (0.78852, 5.54751, -0.36154)  -0.306
C (-1.00560, 6.92862, -1.64326)  -0.255
C (-1.68606, 6.35826, -2.70762)  -0.252
C (-1.98997, 7.14082, -3.82879)  -0.039
C (-1.65331, 8.50179, -3.85262)  -0.061
C (-0.96058, 9.06834, -2.77314)  -0.062
C (-0.60546, 8.27033, -1.67543)  -0.039
S (-2.13632, 4.61228, -2.57687)  0.705
O (-1.22859, 3.90764, -3.46386)  -0.313
O (-3.57257, 4.47833, -2.71791)  -0.325
H (0.42455, 1.54503, -1.34788)  0.111
H (-0.11691, 1.74981, 0.34413)  0.088
H (-1.32808, 1.51056, -0.97617)  0.070
H (-2.54034, 6.69826, -4.65712)  0.122
H (-1.94965, 9.12899, -4.70191)  0.112
H (-0.71727, 10.13582, -2.78039)  0.111
H (-0.07014, 8.70596, -0.82728)  0.125

Summary:
E_tot	-59371.8345	eV
M	450.48	g/mol
ΔE to the lowest compared entry with this formula, charge and spin	3.678	eV
LUMO level	-3.23	eV
HOMO energy	-6.91	eV
total charge	0
max |F|	2.3	eV/Å
orbital gap	0.13518	Eh
multiplicity	1

***

(3)
# C23H42AsN3O3Si4Y

A structure of composition C23H42AsN3O3Si4Y (ωB97M-V/def2-TZVPD, OMol25).

Last column: Löwdin charge in e.
Atoms and positions in Å:
Y (0.20332, -0.94581, -0.18194)  1.235
C (-3.83408, 0.89116, 2.67010)  -0.214
Si (-2.60430, 2.24106, 2.33214)  0.270
C (-3.07081, 3.24319, 0.83693)  -0.212
C (-2.34830, 3.33092, 3.81057)  -0.191
As (-0.60087, 1.10086, 1.75630)  0.760
Si (0.01275, -0.22343, 3.66241)  0.273
C (-0.96431, -1.79539, 3.43283)  -0.214
C (-0.44944, 0.61704, 5.25109)  -0.208
C (1.84413, -0.56007, 3.61400)  -0.202
Si (1.10159, 2.72771, 1.38512)  0.268
C (0.54462, 3.67711, -0.12510)  -0.219
C (1.31218, 3.87408, 2.83077)  -0.200
C (2.69796, 1.80985, 1.06270)  -0.207
H (-4.81210, 1.33401, 2.87617)  0.046
H (-3.55657, 0.29042, 3.53823)  0.024
H (-3.94346, 0.22272, 1.81433)  0.033
H (-4.12964, 3.50798, 0.89845)  0.044
H (-2.92086, 2.69283, -0.09303)  0.027
H (-2.50293, 4.17269, 0.77829)  0.027
H (-3.27222, 3.90699, 3.92969)  0.050
H (-1.53145, 4.04090, 3.69258)  0.019
H (-2.18762, 2.76937, 4.72924)  0.018
H (-1.98493, -1.60616, 3.09478)  0.021
H (-1.02659, -2.33081, 4.38427)  0.049
H (-0.48911, -2.47948, 2.72441)  0.013
H (-1.52885, 0.68786, 5.38743)  0.027
H (-0.02068, 1.61587, 5.33790)  0.030
H (-0.05254, 0.00918, 6.06979)  0.048
H (2.25834, -0.67590, 2.61201)  0.002
H (2.04151, -1.49006, 4.15402)  0.050
H (2.39707, 0.23812, 4.11341)  0.041
H (-0.15732, 4.46514, 0.15227)  0.031
H (0.02832, 3.05953, -0.86209)  0.011
H (1.39877, 4.15356, -0.61460)  0.040
H (0.50797, 4.60729, 2.88735)  0.025
H (2.25090, 4.42304, 2.71620)  0.047
H (1.35527, 3.33572, 3.77871)  0.029
H (2.62921, 0.92533, 0.42263)  -0.005
H (3.15547, 1.48189, 1.99581)  0.031
H (3.39111, 2.50001, 0.57210)  0.050
C (-2.90555, -3.14804, -1.17292)  -0.241
Si (-1.65929, -2.00051, -2.00517)  0.469
C (-2.64465, -0.70019, -2.95591)  -0.257
C (-0.63056, -2.99170, -3.23398)  -0.340
C (0.15590, -4.05530, -2.77020)  -0.148
C (0.99401, -4.76584, -3.61843)  -0.084
C (1.06477, -4.42361, -4.96311)  -0.086
C (0.28893, -3.38010, -5.44934)  -0.082
C (-0.54877, -2.67557, -4.59217)  -0.103
H (-3.54423, -3.63704, -1.91271)  0.034
H (-3.55324, -2.59412, -0.48913)  0.014
H (-2.40763, -3.93278, -0.59935)  0.018
H (-3.37299, -1.15861, -3.63034)  0.036
H (-2.00122, -0.05290, -3.55702)  0.014
H (-3.20260, -0.06265, -2.26546)  0.010
H (0.11094, -4.34556, -1.72381)  0.089
H (1.58622, -5.58639, -3.23366)  0.110
H (1.71275, -4.97731, -5.63033)  0.105
H (0.33167, -3.12075, -6.49949)  0.105
H (-1.14112, -1.86225, -4.99523)  0.094
N (3.34195, 3.89249, -3.33094)  0.190
C (3.12091, 2.76626, -3.31735)  -0.162
C (2.82754, 1.36047, -3.23298)  -0.181
C (3.51157, 0.40403, -3.97512)  0.032
C (3.17371, -0.92620, -3.80510)  0.009
C (2.18930, -1.26278, -2.89270)  -0.086
N (1.53263, -0.33976, -2.17408)  -0.028
C (1.83818, 0.94371, -2.35522)  -0.078
H (4.28605, 0.70334, -4.66817)  0.137
H (3.66621, -1.70644, -4.36656)  0.127
H (1.89641, -2.29610, -2.74968)  0.096
H (1.29163, 1.68340, -1.78455)  0.093
O (2.53247, -3.85467, -0.34414)  0.160
N (1.92782, -2.94793, 0.12026)  -0.525
O (0.71560, -3.05238, 0.57541)  -0.162
O (2.37320, -1.74254, 0.17043)  -0.144

Summary:
E_tot	-128533.9714	eV
M	684.78	g/mol
LUMO level	-3.28	eV
HOMO energy	-10.00	eV
total charge	+1
max |F|	0.5	eV/Å
orbital gap	0.24718	Eh
multiplicity	1

***

Repeat the first record exactly.
# C9H23NO3

A cluster of 3 separate species, C9H23NO3 in total at a distorted geometry (ωB97M-V/def2-TZVPD, OMol25).

Last column: Löwdin charge in e.
Atoms and positions in Å:
C (-0.44383, -0.10345, -1.58683)  -0.056
C (0.91390, -0.01877, -0.83297)  -0.444
C (2.09403, -0.19025, -1.89598)  -0.031
C (0.99346, 1.39619, -0.31621)  -0.165
C (0.34437, 1.74901, 1.01039)  -0.170
C (0.58959, 0.62038, 2.05251)  -0.101
C (0.37353, -0.83147, 1.48380)  -0.515
C (1.13736, -1.73959, 2.47814)  -0.059
C (-1.05272, -1.18750, 1.50640)  -0.030
N (1.02173, -1.06515, 0.19895)  -0.134
O (0.86196, -2.36075, -0.24852)  0.006
H (-0.74379, -1.14467, -1.70517)  0.088
H (-1.22488, 0.46446, -1.08134)  0.038
H (-0.36663, 0.21779, -2.62555)  0.092
H (2.23505, 0.63114, -2.59848)  0.072
H (3.12467, -0.28427, -1.55386)  0.074
H (1.81392, -1.04040, -2.51800)  0.071
H (2.04192, 1.68063, -0.22728)  0.116
H (0.53344, 2.15187, -0.95294)  0.118
H (0.59054, 2.75956, 1.33639)  0.108
H (-0.69928, 1.95367, 0.77162)  0.097
H (0.01726, 0.59975, 2.97994)  0.113
H (1.62740, 0.71335, 2.37249)  0.110
H (0.95668, -2.80471, 2.33331)  0.075
H (0.82696, -1.58350, 3.51128)  0.081
H (2.22388, -1.67965, 2.54118)  0.081
H (-1.38807, -1.55294, 0.53579)  0.080
H (-1.72156, -0.39704, 1.84692)  0.093
H (-1.20439, -2.04985, 2.15558)  0.084
H (1.73530, -2.75391, -0.18287)  0.111
O (-3.12755, -0.18529, -1.31915)  -0.085
H (-3.98658, 0.15304, -1.57179)  0.035
H (-2.50890, 0.29683, -1.86783)  -0.035
O (-2.50437, 2.17444, -1.84701)  -0.041
H (-3.10422, 2.88391, -1.61667)  0.062
H (-1.98023, 2.52726, -2.56606)  0.061

Summary:
E_tot	-17335.9351	eV
M	193.29	g/mol
ΔE to the lowest compared entry with this formula, charge and spin	1.713	eV
LUMO level	0.30	eV
SMILES	CC1(C)CCCC(C)(C)N1O.O.O
HOMO energy	-7.95	eV
total charge	0
max |F|	3.4	eV/Å
orbital gap	0.30330	Eh
multiplicity	1

***

Look up the total charge of the second one. 0

***

Repeat the first record exactly.
# C9H23NO3

A cluster of 3 separate species, C9H23NO3 in total at a distorted geometry (ωB97M-V/def2-TZVPD, OMol25).

Last column: Löwdin charge in e.
Atoms and positions in Å:
C (-0.44383, -0.10345, -1.58683)  -0.056
C (0.91390, -0.01877, -0.83297)  -0.444
C (2.09403, -0.19025, -1.89598)  -0.031
C (0.99346, 1.39619, -0.31621)  -0.165
C (0.34437, 1.74901, 1.01039)  -0.170
C (0.58959, 0.62038, 2.05251)  -0.101
C (0.37353, -0.83147, 1.48380)  -0.515
C (1.13736, -1.73959, 2.47814)  -0.059
C (-1.05272, -1.18750, 1.50640)  -0.030
N (1.02173, -1.06515, 0.19895)  -0.134
O (0.86196, -2.36075, -0.24852)  0.006
H (-0.74379, -1.14467, -1.70517)  0.088
H (-1.22488, 0.46446, -1.08134)  0.038
H (-0.36663, 0.21779, -2.62555)  0.092
H (2.23505, 0.63114, -2.59848)  0.072
H (3.12467, -0.28427, -1.55386)  0.074
H (1.81392, -1.04040, -2.51800)  0.071
H (2.04192, 1.68063, -0.22728)  0.116
H (0.53344, 2.15187, -0.95294)  0.118
H (0.59054, 2.75956, 1.33639)  0.108
H (-0.69928, 1.95367, 0.77162)  0.097
H (0.01726, 0.59975, 2.97994)  0.113
H (1.62740, 0.71335, 2.37249)  0.110
H (0.95668, -2.80471, 2.33331)  0.075
H (0.82696, -1.58350, 3.51128)  0.081
H (2.22388, -1.67965, 2.54118)  0.081
H (-1.38807, -1.55294, 0.53579)  0.080
H (-1.72156, -0.39704, 1.84692)  0.093
H (-1.20439, -2.04985, 2.15558)  0.084
H (1.73530, -2.75391, -0.18287)  0.111
O (-3.12755, -0.18529, -1.31915)  -0.085
H (-3.98658, 0.15304, -1.57179)  0.035
H (-2.50890, 0.29683, -1.86783)  -0.035
O (-2.50437, 2.17444, -1.84701)  -0.041
H (-3.10422, 2.88391, -1.61667)  0.062
H (-1.98023, 2.52726, -2.56606)  0.061

Summary:
E_tot	-17335.9351	eV
M	193.29	g/mol
ΔE to the lowest compared entry with this formula, charge and spin	1.713	eV
LUMO level	0.30	eV
SMILES	CC1(C)CCCC(C)(C)N1O.O.O
HOMO energy	-7.95	eV
total charge	0
max |F|	3.4	eV/Å
orbital gap	0.30330	Eh
multiplicity	1

***

Among the records above, which one has the lowest E_tot? C23H42AsN3O3Si4Y